# 1
Molecular formula: C9H9CoI2NO4SSeV
Method: DFT, wB97M-V/def2-TZVPD

Properties
E_tot   -174804.9892 eV
Multiplicity   7
Total charge   +4

Structure (XYZ):
```
29
Properties=species:S:1:pos:R:3:forces:R:3
I -2.7163 3.5794 0.8107 0.307 -0.657 2.167
I -2.1058 2.4222 3.2677 -0.723 1.296 -1.740
Co 0.4200 -0.7477 1.3329 -2.849 4.236 -3.439
V -0.2110 0.5766 -1.2728 1.070 0.404 3.321
S -1.5211 -0.0782 0.4686 -1.018 -1.427 0.674
C -1.2025 -0.1228 -2.7352 -4.748 -3.644 -7.627
C 0.8944 1.4352 -2.5657 6.212 4.104 -8.214
C -2.9439 -1.5156 0.0108 -1.184 -1.264 -0.151
C -3.5008 -1.9571 1.3509 0.414 0.462 0.474
C -2.2469 -2.6470 -0.7137 0.661 0.281 0.070
C -4.0410 -0.8986 -0.8444 0.448 0.881 0.065
C 1.9215 -0.8567 2.0747 10.866 -2.071 5.328
C -0.0437 -2.2773 1.8791 -1.956 -8.167 2.880
O 1.6044 1.8453 -3.4189 -4.239 -2.368 5.287
O -1.7334 -0.5761 -3.6794 2.910 2.509 5.043
O 2.9847 -1.0257 2.5601 -6.283 1.241 -2.862
O -0.2474 -3.3633 2.2380 0.900 5.014 -1.597
H -4.2625 -2.7380 1.2013 0.218 0.253 -0.119
H -3.9641 -1.1162 1.8745 -0.110 -0.184 -0.032
H -2.7245 -2.3730 1.9984 -0.176 -0.086 -0.035
H -2.9892 -3.4382 -0.9019 0.188 0.233 0.017
H -1.4418 -3.0751 -0.1055 -0.226 -0.127 -0.232
H -1.8303 -2.3218 -1.6742 -0.169 -0.294 0.135
H -4.8199 -1.6577 -1.0443 0.419 0.197 0.197
H -3.6680 -0.5427 -1.8089 -0.157 -0.131 0.045
H -4.5072 -0.0556 -0.3260 -0.136 -0.160 -0.094
Se 4.2940 2.2357 0.0161 1.264 0.536 0.068
C 2.7484 1.4411 0.0017 -2.055 -0.839 -0.161
N 1.6715 0.9407 -0.0636 0.153 -0.229 0.531
```
Forces are in eV/Å.

Here are the Mulliken charges for atoms 1 to 8, given in e: number 1, I, carries 0.440; number 2, I, carries 0.510; number 3, Co, carries 0.337; number 4, V, carries 0.325; number 5, S, carries 0.142; number 6, C, carries 0.450; number 7, C, carries 0.521; number 8, C, carries 0.936

# 2
Molecular formula: C2H4N4O2
Method: DFT, wB97M-V/def2-TZVPD

Properties
ΔE to the lowest compared entry with this formula, charge and spin   553.47 kJ/mol
Multiplicity   1

Structure (XYZ):
```
12
Properties=species:S:1:pos:R:3:forces:R:3
C -0.6297 -1.1382 0.2981 1.099 0.057 -0.123
C 0.1992 -0.2460 -0.4947 -2.726 0.318 -0.325
N -1.4597 1.1416 -0.7614 2.284 -0.721 -0.343
N -2.2179 0.5266 -0.1374 -1.270 1.415 -0.329
N 2.0147 1.0596 -0.5534 0.418 0.167 -1.020
N 1.1294 0.5779 0.1851 0.812 0.433 0.311
O 1.0030 0.7405 1.4050 -0.188 0.116 0.509
O -2.0577 -0.5738 0.4571 -0.068 -1.657 0.994
H -0.8003 -2.1015 -0.1711 -0.059 0.047 -0.016
H -0.2835 -1.2195 1.3307 -0.110 0.006 -0.233
H 0.4569 -0.4369 -1.5228 0.102 -0.052 0.070
H 2.6456 1.6697 -0.0350 -0.294 -0.128 0.505
```
Forces are in eV/Å.

Here are the Mulliken charges for atoms 1 to 8, given in e: number 1, C, carries -0.357; number 2, C, carries -0.333; number 3, N, carries -0.333; number 4, N, carries 0.425; number 5, N, carries -0.845; number 6, N, carries 0.994; number 7, O, carries -0.651; number 8, O, carries -0.182

# 3
Molecular formula: C7H10N2O3S
Method: DFT, wB97M-V/def2-TZVPD

Properties
ΔE to the lowest compared entry with this formula, charge and spin   611.86 kJ/mol
Multiplicity   1

Structure (XYZ):
```
23
Properties=species:S:1:pos:R:3:forces:R:3
C -2.8355 0.7540 3.1373 1.217 1.006 0.094
C -1.7072 0.1410 2.5299 -0.366 -0.743 -1.199
C -1.8195 0.6025 1.2248 1.773 -0.409 0.325
C 1.2494 0.0691 -2.4062 1.156 0.363 -0.888
C 0.1140 0.7274 -1.6013 -1.358 1.715 -1.966
C 2.0471 -0.8778 -1.5362 -0.705 -0.950 1.370
C -0.4295 -0.2370 -0.6675 -0.121 -0.405 2.885
N -3.3740 1.6524 2.3679 -0.664 0.520 -0.500
N -0.8870 -0.8611 3.0536 -0.236 0.276 -0.264
O 1.3694 -1.0090 1.1480 0.501 0.521 0.418
O 0.5911 -2.7896 -0.3328 -0.588 0.374 -0.221
O -2.7270 1.5887 1.1223 0.078 -1.008 0.484
S 0.8936 -1.3933 -0.1483 0.301 0.026 -1.267
H -3.0618 0.7873 4.1938 -0.386 -0.307 -0.090
H 0.9507 -0.5188 -3.3015 -0.138 0.864 0.481
H 1.9823 0.8804 -2.6496 -0.896 -0.657 -0.558
H 0.6229 1.5824 -1.1389 -0.555 -0.081 0.398
H -0.7562 1.1605 -2.2635 1.838 -0.765 1.111
H 2.2986 -1.8003 -2.0740 0.069 0.249 0.420
H 2.9152 -0.4519 -1.0390 0.020 0.076 -0.086
H -1.3700 -0.6948 -0.6852 -1.066 -0.669 -0.838
H -0.7266 -0.8432 4.0594 -0.030 0.165 -0.622
H -0.0539 -0.9587 2.4834 0.155 -0.161 0.515
```
Forces are in eV/Å.

Here are the Mulliken charges for atoms 1 to 8, given in e: number 1, C, carries -0.583; number 2, C, carries 0.772; number 3, C, carries -0.067; number 4, C, carries -0.617; number 5, C, carries -0.475; number 6, C, carries -0.639; number 7, C, carries -0.562; number 8, N, carries -0.401

# 4
Molecular formula: C3H4N2O3
Method: DFT, wB97M-V/def2-TZVPD

Properties
ΔE to the lowest compared entry with this formula, charge and spin   836.86 kJ/mol
Multiplicity   1

Structure (XYZ):
```
12
Properties=species:S:1:pos:R:3:forces:R:3
C 0.8297 0.6299 -0.1164 -3.293 -2.012 1.353
C -1.2060 -0.1649 -0.1009 2.904 -2.503 -0.404
C -1.3664 1.1394 -0.0525 2.192 -1.548 -0.009
H 3.4784 -0.6347 -0.7678 -4.431 -1.522 4.092
H 0.5158 -1.5763 0.7308 -1.363 4.414 -3.539
H -2.6883 -0.6790 0.4484 1.284 -3.680 -2.099
H -2.2226 1.7024 0.0421 -1.119 1.663 -0.034
N 2.0473 0.6287 -0.0757 5.502 -0.413 0.645
N 0.1452 -0.5260 -0.1204 -1.201 -4.841 2.354
O 2.4578 -0.8690 0.0956 4.586 3.953 -4.850
O -1.9503 -1.2673 -0.1309 -5.001 3.180 2.965
O -0.0407 1.6168 0.0480 -0.060 3.310 -0.473
```
Forces are in eV/Å.

Here are the Mulliken charges for atoms 1 to 8, given in e: number 1, C, carries 0.725; number 2, C, carries 0.309; number 3, C, carries -0.396; number 4, H, carries 0.390; number 5, H, carries 0.405; number 6, H, carries 0.400; number 7, H, carries 0.451; number 8, N, carries -0.563

no.,strongest force on any atom (eV Å⁻¹)
1,12.28
2,2.76
3,2.94
4,7.76